[1]
This record from the Open Molecules 2025 dataset describes the ion C4H10N5 with charge +1. The level of theory is ωB97M-V/def2-TZVPD.

Calculated values
SMILES string = CNn1c(N)c[nH]c1=[NH2+]
2S+1 = 1
Kohn-Sham gap = 9.39 eV
Relative energy (zero: lowest compared OMol25 entry of this formula, charge and spin) = 73.75 kcal per mole
Total charge = +1
Electronic energy = -431.90665 hartree

Last column: natural (NBO) charge in e.
Cartesian coordinates (Å):
N -2.34752 -0.06757 0.20172  -0.483
N -1.59386 2.07754 -0.17941  -0.781
N 0.98323 0.62762 -0.71893  -0.435
N -0.29162 0.02351 -0.58822  -0.208
N 0.39980 -2.28936 -0.17266  -0.779
C -1.40545 0.75734 -0.16593  0.615
C -1.81116 -1.40159 0.15393  -0.193
C 1.86548 0.49894 0.41566  -0.440
C -0.53330 -1.29404 -0.26699  0.313
H -0.81266 2.74200 -0.35057  0.433
H 1.39804 0.19585 -1.60283  0.385
H 1.37950 0.98663 1.22648  0.207
H 2.03303 -0.44386 0.80081  0.181
H 1.31228 -2.13629 -0.25760  0.401
H -3.13905 0.13498 0.73973  0.445
H -2.39566 2.55396 -0.37162  0.421
H -0.05617 -3.12486 -0.04571  0.410
H -2.39319 -2.39623 0.30015  0.260
H 2.89407 0.77785 0.26670  0.246

=====

[2]
This record from the Open Molecules 2025 dataset describes the ion C4H10NO with charge -1. The level of theory is ωB97M-V/def2-TZVPD.

Calculated values
SMILES string = CNCCC[O-]
2S+1 = 1
Kohn-Sham gap = 6.32 eV
Relative energy (zero: lowest compared OMol25 entry of this formula, charge and spin) = 28.18 kcal per mole
Total charge = -1
Electronic energy = -288.34673 hartree

Last column: natural (NBO) charge in e.
Cartesian coordinates (Å):
O -2.07173 0.86761 1.98914  -0.950
N 1.00532 0.39011 -1.05016  -0.647
C 0.08996 -0.15482 -2.12992  -0.438
C 0.94934 -0.43533 0.20075  -0.234
C -0.41794 -0.55634 0.84417  -0.483
C -0.78255 0.78964 1.63400  0.018
H 1.38512 -1.47385 0.02628  0.156
H 0.57711 1.19767 -0.58918  0.355
H 0.42190 0.43323 -2.99222  0.191
H -0.43408 1.56243 0.90191  0.035
H 1.56128 0.09082 0.93877  0.186
H -0.39115 -1.29259 1.64539  0.188
H -1.22238 -0.95573 0.21108  0.188
H -0.10765 0.91142 2.57636  0.065
H 0.38953 -1.19887 -2.36075  0.175
H -0.95209 -0.17539 -1.84561  0.195

=====

[3]
This record from the Open Molecules 2025 dataset describes the ion C4H10NO with charge -1. The level of theory is ωB97M-V/def2-TZVPD.

Calculated values
SMILES string = C[C@H](N)CC[O-]
2S+1 = 1
Kohn-Sham gap = 6.13 eV
Relative energy (zero: lowest compared OMol25 entry of this formula, charge and spin) = 20.89 kcal per mole
Total charge = -1
Electronic energy = -288.35836 hartree

Last column: natural (NBO) charge in e.
Cartesian coordinates (Å):
O 2.05838 0.51638 -1.31223  -0.968
N -1.99768 -0.34136 -0.10155  -0.831
C -0.57948 -0.34242 0.27517  -0.041
C 1.56895 1.11340 -0.18948  -0.022
C 0.02793 1.05598 0.01984  -0.428
C 0.20602 -1.50547 -0.35654  -0.614
H 1.08684 -1.71861 0.24214  0.204
H 1.85277 0.45769 0.66644  0.066
H 0.52392 -1.29774 -1.37280  0.255
H -0.44259 -2.39988 -0.30934  0.165
H -0.64196 1.55296 -0.68284  0.174
H -0.46379 -0.57168 1.35783  0.133
H -2.58339 -0.83553 0.58298  0.329
H -0.14918 1.61518 0.97190  0.156
H 1.91793 2.13965 0.00830  0.089
H -2.38468 0.56144 0.20018  0.334

=====

[4]
This record from the Open Molecules 2025 dataset describes the ion C4H10NO with charge -1. The level of theory is ωB97M-V/def2-TZVPD.

Calculated values
SMILES string = C[C@@H](N)CC[O-]
2S+1 = 1
Kohn-Sham gap = 6.32 eV
Relative energy (zero: lowest compared OMol25 entry of this formula, charge and spin) = 8.03 kcal per mole
Total charge = -1
Electronic energy = -288.37885 hartree

Last column: natural (NBO) charge in e.
Cartesian coordinates (Å):
O 2.23323 0.71991 -0.77592  -0.965
N -1.86524 -0.73137 0.45340  -0.834
C 1.95195 -0.38810 -0.07061  -0.008
C 0.50552 -0.89224 -0.16194  -0.425
C -0.63010 1.36840 -0.24465  -0.626
C -0.58567 -0.01466 0.44322  -0.051
H -1.65763 1.78326 -0.26496  0.156
H 2.58941 -1.25786 -0.37615  0.069
H -2.21354 -0.77599 -0.50266  0.335
H -2.55535 -0.15952 0.93664  0.332
H 2.13877 -0.28082 1.02944  0.057
H 0.42431 -1.89711 0.27991  0.176
H 0.02434 2.06116 0.26628  0.226
H -0.29657 0.19696 1.48200  0.164
H -0.30387 1.28963 -1.27680  0.227
H 0.24045 -1.02166 -1.21722  0.166

=====

[5]
This record from the Open Molecules 2025 dataset describes the ion C4H10NO with charge -1. The level of theory is ωB97M-V/def2-TZVPD.

Calculated values
SMILES string = CCCNC[O-]
2S+1 = 1
Kohn-Sham gap = 6.27 eV
Relative energy (zero: lowest compared OMol25 entry of this formula, charge and spin) = 25.02 kcal per mole
Total charge = -1
Electronic energy = -288.35178 hartree

Last column: natural (NBO) charge in e.
Cartesian coordinates (Å):
O -2.28261 1.94879 -0.84720  -0.906
N -0.22081 0.67967 -0.96837  -0.748
C -0.07915 -2.04236 0.54111  -0.623
C 0.82824 0.29881 -0.07316  -0.198
C -0.98967 2.03013 -0.76710  0.186
C 0.59654 -0.75581 1.01599  -0.419
H -0.50530 2.32120 0.20290  0.045
H -0.06726 -2.12304 -0.55591  0.197
H -0.29084 -0.03337 -1.67340  0.346
H -0.53657 2.70333 -1.54615  0.041
H 1.28967 1.15476 0.44195  0.169
H 1.62748 -0.05317 -0.74795  0.140
H -1.15071 -1.97084 0.68711  0.217
H 1.52104 -0.94877 1.56586  0.174
H 0.32241 -2.94508 0.98194  0.187
H -0.06248 -0.26425 1.74238  0.193

=====

[6]
This record from the Open Molecules 2025 dataset describes a cluster of 2 separate species, C4H10NO in total. The level of theory is ωB97M-V/def2-TZVPD.

Calculated values
2S+1 = 1
Kohn-Sham gap = 7.46 eV
Relative energy (zero: lowest compared OMol25 entry of this formula, charge and spin) = 100.15 kcal per mole
Total charge = -1
Electronic energy = -288.23205 hartree

Last column: natural (NBO) charge in e.
Cartesian coordinates (Å):
O -0.78953 -1.36889 -0.77759  -0.866
N 2.39424 0.69497 1.25447  -0.466
C 0.34886 -0.73565 -0.98344  0.066
C -2.74572 0.75056 0.46128  -0.888
C 0.98709 0.00266 0.32861  -0.447
C 2.51453 -0.14370 0.17949  -0.218
H 0.31286 0.02446 -1.80218  0.081
H 1.15264 -1.41931 -1.36257  0.075
H 0.56374 -0.58336 1.13667  0.238
H -1.82082 1.31237 0.41006  0.217
H -2.85306 0.18007 1.37948  0.203
H -2.58951 0.02202 -0.34799  0.273
H 0.53421 0.98624 0.27859  0.248
H -3.71763 1.17097 0.20535  0.184
H 2.78241 -1.19016 0.36689  0.150
H 2.92570 0.29675 -0.72712  0.147

=====

[7]
This record from the Open Molecules 2025 dataset describes the ion C4H10NO with charge -1. The level of theory is ωB97M-V/def2-TZVPD.

Calculated values
SMILES string = CN[C@H](C)C[O-]
2S+1 = 1
Kohn-Sham gap = 6.20 eV
Relative energy (zero: lowest compared OMol25 entry of this formula, charge and spin) = 55.55 kcal per mole
Total charge = -1
Electronic energy = -288.30313 hartree

Last column: natural (NBO) charge in e.
Cartesian coordinates (Å):
O -1.29858 0.86404 2.02178  -0.965
N 1.00727 -0.60929 -0.41297  -0.689
C -0.80650 1.08044 0.78916  0.016
C -1.50052 -1.12611 -0.45148  -0.633
C -0.26990 -0.45515 0.33537  -0.122
C 1.97697 0.52155 -0.42464  -0.412
H 1.53271 1.20707 -1.27236  0.163
H -2.10699 -0.23372 -1.02022  0.182
H 1.38908 -1.52264 -0.31913  0.340
H -1.10513 -1.61574 -1.35148  0.190
H -1.48890 1.32403 0.07242  0.094
H -2.13311 -1.79467 0.24361  0.209
H 1.84991 1.07993 0.46224  0.196
H 0.11572 1.77251 0.78805  0.054
H 2.96072 0.25180 -0.80572  0.180
H -0.12275 -0.74404 1.34536  0.196

=====

[8]
This record from the Open Molecules 2025 dataset describes a cluster of 2 separate species, C4H10NO in total. The level of theory is ωB97M-V/def2-TZVPD.

Calculated values
2S+1 = 1
Kohn-Sham gap = 3.20 eV
Relative energy (zero: lowest compared OMol25 entry of this formula, charge and spin) = 102.22 kcal per mole
Total charge = +1
Electronic energy = -288.00020 hartree

Last column: natural (NBO) charge in e.
Cartesian coordinates (Å):
O -1.09836 -0.72690 -0.63379  -0.270
N -1.54096 -2.44437 -4.11127  -1.068
C 0.71405 1.39038 2.77917  -0.554
C 1.23819 1.29510 1.31400  -0.540
C 0.66899 0.13634 0.62892  0.379
C -0.52813 0.22456 -0.15789  0.243
H 0.81759 2.17577 0.81761  0.280
H -2.47884 -2.74379 -3.89897  0.366
H -0.36725 1.23998 2.79635  0.231
H 0.93731 2.35838 3.20112  0.274
H 2.32326 1.24446 1.25238  0.294
H -1.21047 -1.97460 -3.28622  0.339
H 1.24179 -0.78999 0.52175  0.249
H 1.12330 0.57265 3.36965  0.245
H -0.93274 1.24248 -0.26326  0.167
H -0.90774 -3.20046 -4.32954  0.367

=====

[9]
This record from the Open Molecules 2025 dataset describes a cluster of 2 separate species, C4H10NO in total. The level of theory is ωB97M-V/def2-TZVPD.

Calculated values
2S+1 = 1
Kohn-Sham gap = 6.58 eV
Relative energy (zero: lowest compared OMol25 entry of this formula, charge and spin) = 92.09 kcal per mole
Total charge = +1
Electronic energy = -288.01634 hartree

Last column: natural (NBO) charge in e.
Cartesian coordinates (Å):
O -2.77861 -0.61370 -0.30438  -0.429
N 2.00730 -0.94969 -1.11517  -1.024
C -0.90369 0.88049 -0.60093  -0.671
C -0.13364 0.18389 1.67997  -0.784
C -1.67122 -0.45919 -0.70860  0.415
C 0.16798 0.75514 0.39884  0.415
H 0.90690 1.54462 0.30044  0.245
H -1.12362 -1.31853 -1.14195  0.157
H 1.49332 -0.40021 -0.44200  0.292
H 2.92064 -0.56213 -1.29101  0.397
H 2.01221 -1.92915 -0.87975  0.392
H -0.05342 -0.91580 1.71515  0.339
H -1.63413 1.65435 -0.36187  0.355
H 0.47474 0.66307 2.44415  0.286
H -0.49121 1.12275 -1.58165  0.290
H -1.19355 0.34410 1.88877  0.323

=====

[10]
This record from the Open Molecules 2025 dataset describes a cluster of 2 separate species, C4H10NO in total. The level of theory is ωB97M-V/def2-TZVPD.

Calculated values
2S+1 = 1
Kohn-Sham gap = 9.57 eV
Relative energy (zero: lowest compared OMol25 entry of this formula, charge and spin) = 28.61 kcal per mole
Total charge = +1
Electronic energy = -288.11750 hartree

Last column: natural (NBO) charge in e.
Cartesian coordinates (Å):
O -2.42238 -0.58975 -0.62668  -0.953
N 0.18277 -0.52928 -1.15190  -0.414
C 0.60982 0.42083 -0.15030  -0.132
C 0.93879 -0.86949 -2.09874  0.118
C 0.76347 1.10896 2.21544  -0.660
C 0.36744 0.17899 1.12477  -0.066
H 0.66112 -1.53216 -2.91354  0.224
H 1.49129 1.82719 1.87640  0.230
H -0.85115 -0.76719 -1.11383  0.473
H -0.12178 -0.69257 1.43682  0.212
H 1.07961 1.32837 -0.48890  0.233
H 1.29037 0.59704 3.01434  0.247
H -2.95784 -1.36626 -0.42910  0.512
H 1.97118 -0.58060 -2.15148  0.217
H -2.87341 -0.02265 -1.26307  0.508
H -0.12931 1.48857 2.71978  0.252

=====

[11]
This record from the Open Molecules 2025 dataset describes a cluster of 2 separate species, C4H10NO in total. The level of theory is ωB97M-V/def2-TZVPD.

Calculated values
2S+1 = 1
Kohn-Sham gap = 11.25 eV
Relative energy (zero: lowest compared OMol25 entry of this formula, charge and spin) = 72.68 kcal per mole
Total charge = +1
Electronic energy = -288.04727 hartree

Last column: natural (NBO) charge in e.
Cartesian coordinates (Å):
O 2.58554 0.06018 0.80031  -0.523
N 0.18216 -0.84956 -0.63558  -0.563
C -0.72426 -1.14891 0.42144  -0.226
C -0.43657 0.29669 0.15030  -0.043
C 2.99748 0.73289 -0.11212  0.277
C -1.62231 1.14756 -0.38258  -0.661
H -2.60946 0.92948 -0.00046  0.249
H -1.56017 2.15686 -0.08944  0.255
H 2.27290 1.29256 -0.69176  0.128
H -0.19402 -1.62584 1.31423  0.261
H 4.03885 0.93719 -0.04134  0.172
H 0.30817 0.78591 0.74291  0.245
H 1.34026 -0.83849 -0.32575  0.491
H -1.75488 1.11942 -1.47382  0.236
H -1.76170 -1.38790 0.24648  0.259
H -0.00064 -0.74787 -1.60438  0.444

=====

[12]
This record from the Open Molecules 2025 dataset describes a cluster of 2 separate species, C4H10NO in total. The level of theory is ωB97M-V/def2-TZVPD.

Calculated values
2S+1 = 1
Kohn-Sham gap = 9.07 eV
Relative energy (zero: lowest compared OMol25 entry of this formula, charge and spin) = 44.60 kcal per mole
Total charge = +1
Electronic energy = -288.09201 hartree

Last column: natural (NBO) charge in e.
Cartesian coordinates (Å):
O 2.02609 -1.79534 -2.29375  -0.483
N -0.29265 2.25617 1.21575  -0.694
C -0.62339 0.80228 1.10483  0.128
C 0.30622 0.00418 0.60913  -0.342
C 0.88444 -2.13563 -2.37754  0.277
C -2.00645 0.46583 1.53338  -0.669
H -2.23710 -0.58052 1.37060  0.268
H 1.27772 0.38213 0.31226  0.227
H -2.72402 1.07895 0.97730  0.236
H 0.06694 -1.43363 -2.13213  0.083
H 0.03897 -1.00611 0.34325  0.245
H -2.14516 0.69801 2.59326  0.242
H -0.46060 2.71900 0.31308  0.452
H 0.69959 2.38205 1.43374  0.454
H -0.83372 2.73513 1.93562  0.448
H 0.58608 -3.14948 -2.68238  0.127